# C54H122N3O32P4S6

14 unconnected molecules or ions with the total composition C54H122N3O32P4S6 (the ωB97M-V functional and the def2-TZVPD basis, the Open Molecules 2025 dataset).

Each line ends with the Mulliken charge.
Positions of all 221 atoms, in Å:
O -0.544 12.712 -0.650  -0.331
H -5.545 3.861 -3.158  0.379
C -8.576 -5.141 7.896  -1.286
H 4.374 -4.261 -4.958  0.350
H -1.623 -1.791 0.617  0.369
H -5.249 -2.633 6.424  0.253
H 8.655 4.646 -5.268  0.302
O 9.773 -6.289 -5.758  -0.267
H 2.792 4.541 4.965  0.418
H -9.922 -6.828 -2.199  0.319
H -0.235 7.541 -9.160  0.343
O 2.548 -6.577 6.091  -0.665
H -2.878 -8.347 8.630  0.345
C -1.705 0.291 0.042  0.545
O -1.849 14.207 1.084  -0.292
C -4.842 -7.996 7.461  -0.308
C -0.207 6.455 -9.070  -0.760
H 4.150 5.897 8.924  0.313
C -3.699 -2.188 7.749  -1.176
H -0.481 -9.460 -4.826  0.299
C -5.108 6.254 4.170  -0.697
C 1.675 6.426 -7.570  -0.522
C -7.390 6.405 4.812  -0.683
H 6.729 -10.073 -6.057  0.283
H -4.942 -8.618 -8.328  0.266
H 1.840 7.442 -7.210  0.318
P -2.672 -7.887 -5.422  0.752
H -3.697 -3.229 5.806  0.373
O 1.721 6.183 7.875  -0.634
H -6.474 -8.503 -7.532  0.378
H -6.774 -4.099 8.199  0.242
H 6.676 -3.589 1.571  0.359
O -1.570 4.627 -7.816  -0.642
O 2.398 0.361 0.485  -0.767
H -3.107 -2.735 8.483  0.299
H 8.208 4.773 -0.975  0.409
H 7.908 3.309 -4.461  0.306
O -2.864 -8.026 -3.949  -0.712
H 2.127 -4.303 7.376  0.341
H -2.961 -6.740 7.913  0.236
H 1.230 10.666 -0.714  0.307
C 4.533 -6.093 7.879  -0.640
S -0.985 5.935 -7.527  1.076
H 0.284 -10.692 -6.648  0.406
C 3.096 -4.045 6.949  -0.727
H -5.140 -7.420 -7.020  0.159
H -4.273 5.044 5.704  0.342
H -4.087 -5.029 -4.856  0.306
C -0.322 -8.985 -5.795  -0.397
H 5.596 -6.379 -4.194  0.304
H -8.479 6.380 4.775  0.441
H -0.906 11.962 1.189  0.319
N -6.447 3.407 -3.172  -0.518
C -0.544 11.600 0.226  -0.202
H -3.576 14.923 0.428  0.358
C 4.489 6.128 7.914  -0.652
H 0.733 4.845 -6.404  0.350
O 9.500 1.795 -1.742  -0.650
H 2.412 17.381 1.601  0.361
N -0.715 -7.565 1.003  -0.478
C 9.942 3.481 -3.907  -0.587
O 4.707 -5.403 5.278  -0.658
H -5.319 -8.705 8.137  0.311
H -3.532 12.384 2.167  0.269
H 8.007 -8.308 -6.816  0.280
O -11.902 -3.022 -1.555  -0.615
H -3.954 14.039 2.699  0.304
O -3.357 -8.995 -6.433  -0.172
O -0.937 15.245 -1.136  -0.751
C 8.305 5.089 -3.234  -0.650
C 6.144 -5.509 -4.556  -0.246
C -10.141 -4.735 -2.738  -0.704
O 2.948 7.315 6.021  -0.622
H -9.721 -3.216 0.500  0.447
H 7.411 -3.087 0.308  0.363
H -2.480 -5.455 -4.491  0.311
C 9.991 -4.369 -7.132  -1.093
C 1.210 0.298 0.149  0.357
H -6.570 2.916 -4.046  0.373
H 9.032 -3.851 -7.138  0.261
H -2.524 -3.244 -5.990  0.403
H -0.324 -9.577 -7.805  0.258
O -4.460 -4.425 7.323  -0.233
S 2.844 6.223 6.954  1.048
O 0.933 -2.076 0.607  -0.786
H -8.590 -3.657 -0.641  0.317
H 10.791 4.140 -4.090  0.365
O -1.803 7.017 -6.956  -0.648
C 2.291 16.341 1.297  -1.147
H -7.770 -3.380 6.862  0.312
C -7.480 -4.288 7.390  -0.047
H -3.390 -4.201 -7.070  0.276
C -0.540 -10.002 -6.825  -0.960
C 5.241 -4.648 -5.493  -1.049
H 5.175 -4.867 9.539  0.317
H 4.036 -6.984 8.263  0.346
H -4.859 7.080 4.836  0.318
H 0.737 -8.730 -5.830  0.354
C 0.835 15.873 1.389  -0.242
C -9.622 -3.873 -0.364  -0.678
H 4.979 3.416 6.018  0.315
H 1.897 6.700 -9.710  0.329
P -5.267 -5.586 6.517  0.887
C 0.629 5.895 -6.679  -0.655
H -11.052 -5.013 -3.267  0.367
P -0.636 14.221 -0.089  0.958
H -4.970 -9.169 -5.279  0.288
H 6.430 -1.966 1.216  0.380
S 9.801 3.216 -2.081  1.030
H 11.490 -5.154 -5.792  0.335
H 5.568 -6.192 7.553  0.372
H 10.122 2.525 -4.399  0.366
C 8.668 4.081 -4.337  -0.622
O -7.353 3.715 5.417  -0.654
H 4.974 -5.432 -6.202  0.263
N 7.077 -2.741 1.196  -0.492
H 8.108 -10.828 -6.895  0.362
C -2.652 -4.289 -6.273  -1.139
O -9.658 -2.116 -2.339  -0.652
P 8.606 -6.619 -4.672  0.792
C -3.188 13.966 0.776  -0.244
H -5.168 4.114 4.393  0.373
C -3.254 -7.781 7.778  -0.882
H 2.545 5.785 -7.429  0.245
H -6.742 5.701 2.915  0.283
C 3.148 4.638 5.991  -0.737
O -6.805 -4.952 6.367  -0.301
H 1.038 2.309 -0.524  0.361
H 7.434 3.605 -2.008  0.343
O -4.579 -6.061 5.273  -0.765
H 7.370 5.634 -3.361  0.355
H -4.513 -1.707 8.292  0.299
S 3.675 -5.627 6.325  1.079
H 1.462 5.088 -9.210  0.316
H -1.316 -7.730 0.209  0.343
O 10.935 3.890 -1.422  -0.625
H 9.998 -5.094 -7.946  0.299
H -8.486 -5.897 -1.966  0.281
O 8.823 -6.089 -3.313  -0.759
H 6.487 -4.969 -3.674  0.285
H 0.436 6.401 -5.733  0.396
C -5.107 5.016 5.002  -0.620
H 0.609 15.653 2.433  0.264
H -9.392 -5.338 7.200  0.336
H -1.305 10.935 -0.181  0.341
C 10.407 -5.031 -5.767  -0.212
H -4.846 -10.402 -6.492  0.309
C -0.908 1.514 -0.322  0.383
O 7.265 -5.963 -5.363  -0.167
H -6.527 7.410 2.960  0.329
H 5.115 -3.330 7.706  0.316
H -9.500 -4.370 -3.541  0.357
H 3.724 -2.934 8.764  0.325
H -4.996 13.178 1.500  0.370
H 7.826 -2.491 1.826  0.385
C -3.151 -5.312 -5.338  -0.261
C 4.328 -4.942 8.858  -0.614
H -2.792 -8.253 6.912  0.263
H 10.773 -3.700 -7.492  0.396
C 0.354 -0.991 0.385  0.569
C -4.314 -3.121 6.697  -0.148
O -1.403 2.582 -0.848  -0.789
H -4.283 6.203 3.460  0.353
H -2.964 -1.478 7.371  0.344
H 3.385 -5.075 9.389  0.314
H 2.627 3.888 6.585  0.361
O -6.527 5.329 7.182  -0.652
C -4.723 -9.331 -6.329  -0.341
H -9.147 -4.565 8.625  0.402
C 7.807 -10.233 -6.033  -1.245
H 5.053 7.055 7.812  0.402
H 3.053 15.799 1.858  0.301
C -6.504 6.522 3.591  -0.573
H 5.055 4.091 8.275  0.332
H -3.268 13.233 -0.027  0.295
C 0.471 1.413 -0.323  -0.607
H -0.766 6.107 -9.939  0.458
C -9.568 -5.863 -1.837  -0.578
H 0.155 16.678 1.112  0.394
O -5.428 -6.717 7.664  -0.336
H 6.294 4.905 7.512  0.321
C 8.482 -8.860 -6.005  -0.011
H 5.706 -3.861 -6.086  0.292
H -8.243 -6.002 8.474  0.264
C 4.143 -3.663 8.070  -0.565
H -1.434 -10.623 -6.761  0.263
C -5.401 -8.422 -7.359  -0.841
O 8.291 -8.241 -4.768  -0.312
O -1.122 -7.838 -5.941  -0.245
H 2.813 -3.356 6.153  0.458
H -0.213 -6.690 0.950  0.372
H -7.191 7.326 5.360  0.334
C 4.694 4.464 6.111  -0.545
O -3.046 0.274 0.006  -0.855
S -10.475 -3.173 -1.775  1.056
H 1.618 11.624 0.735  0.268
H 9.040 5.884 -3.355  0.309
H 8.018 -10.686 -5.064  0.321
C -3.982 13.331 1.871  -1.171
H -1.734 -4.643 -6.742  0.253
H 9.546 -8.906 -6.241  0.281
C 5.207 4.836 7.493  -0.640
H -0.075 -8.345 0.988  0.390
H 10.007 -4.394 -4.978  0.255
H 0.561 10.120 0.774  0.353
S -6.745 5.007 5.782  1.106
C 0.851 11.027 0.243  -1.129
C -9.896 -5.395 -0.379  -0.563
O -3.320 -6.530 -5.957  -0.214
H -10.944 -5.620 -0.184  0.323
C -1.094 -0.887 0.356  -0.762
O 0.744 14.530 0.789  -0.251
H 2.529 16.163 0.249  0.299
H -5.052 -8.340 6.448  0.316
H -7.273 3.968 -3.026  0.375
C 8.282 4.288 -1.948  -0.651
C 1.269 6.143 -9.014  -0.605
H -6.454 2.689 -2.462  0.386
H 5.124 5.142 5.374  0.319
H -1.319 -7.646 1.809  0.370
H -9.211 -5.966 0.248  0.322

Calculated values
- total charge = +1
- Kohn-Sham gap (hartree) = 0.07608
- F_max (Eh/bohr) = 0.1154
- lowest unoccupied orbital energy (eV) = -3.195
- HOMO level (eV) = -5.266